DFT (ωB97M-V/def2-TZVPD) results for 8 unconnected molecules or ions with the total composition C8H16Cl16.

Bonds (Å) are listed after each position.
Positions of all 40 atoms, in Å:
1 Cl -29.89 -27.49 -11.58  C2 1.780
2 C -28.62 -26.30 -11.97  Cl1 1.780, Cl3 1.843, H4 1.090, H5 1.090
3 Cl -28.73 -25.66 -13.69  C2 1.843
4 H -28.67 -25.52 -11.21  C2 1.090
5 H -27.66 -26.79 -11.77  C2 1.090
6 Cl -31.20 -31.86 -8.51  C7 1.762
7 C -30.71 -33.46 -9.08  Cl6 1.762, Cl8 1.799, H9 1.090, H10 1.090
8 Cl -29.01 -33.83 -8.59  C7 1.799
9 H -31.33 -34.21 -8.61  C7 1.090
10 H -30.77 -33.53 -10.16  C7 1.090
11 Cl -26.74 -29.80 -11.11  C12 1.782
12 C -28.26 -30.42 -10.42  Cl11 1.782, Cl13 1.726, H14 1.090, H15 1.090
13 Cl -28.70 -29.47 -9.05  C12 1.726
14 H -29.05 -30.32 -11.16  C12 1.090
15 H -28.12 -31.49 -10.22  C12 1.090
16 Cl -23.84 -31.01 -9.80  C17 1.827
17 C -23.75 -31.47 -11.57  Cl16 1.827, Cl18 1.766, H19 1.090, H20 1.090
18 Cl -22.83 -30.29 -12.50  C17 1.766
19 H -23.45 -32.52 -11.58  C17 1.090
20 H -24.78 -31.45 -11.94  C17 1.090
21 Cl -27.43 -31.53 -6.20  C22 1.805
22 C -26.02 -31.07 -7.23  Cl21 1.805, Cl23 1.788, H24 1.090, H25 1.090
23 Cl -24.52 -31.75 -6.51  C22 1.788
24 H -26.17 -31.47 -8.23  C22 1.090
25 H -25.82 -30.00 -7.18  C22 1.090
26 Cl -31.30 -31.83 -12.32  C27 1.740
27 C -32.39 -30.56 -12.78  Cl26 1.740, Cl28 1.742, H29 1.090, H30 1.090
28 Cl -34.04 -31.12 -12.64  C27 1.742
29 H -32.27 -29.64 -12.22  C27 1.090
30 H -32.28 -30.48 -13.86  C27 1.090
31 Cl -24.49 -25.22 -12.37  C32 1.847
32 C -24.21 -27.00 -11.94  Cl31 1.847, Cl33 1.739, H34 1.090, H35 1.090
33 Cl -22.90 -27.07 -10.81  C32 1.739
34 H -25.06 -27.42 -11.40  C32 1.090
35 H -23.79 -27.55 -12.78  C32 1.090
36 Cl -28.72 -29.19 -14.79  C37 1.830
37 C -26.96 -29.68 -14.79  Cl36 1.830, Cl38 1.759, H39 1.090, H40 1.090
38 Cl -25.83 -28.40 -14.35  C37 1.759
39 H -26.82 -30.44 -14.02  C37 1.090
40 H -26.56 -30.12 -15.70  C37 1.090

## Properties
HOMO energy	-10.7	eV
ΔE to the lowest compared entry with this formula, charge and spin	1.049	eV
molecular weight	679.5	g/mol
strongest force on any atom	1.88	eV/A
E_LUMO	0.09	eV